12
Properties=species:S:1:pos:R:3 method="wB97M-V/def2-TZVPD" energy_ha=-248.03587 spin_multiplicity=2 gap_ha="0.1880 / 0.0444" total_charge=+1 homo_energy_ev="-10.660 / -10.660"
C -1.39008 1.67062 -3.15215
C 2.11794 -1.61316 5.93749
H 0.80776 -1.84260 4.40014
O -1.56411 0.78629 -5.32766
C -1.36203 0.60259 -4.00399
H 2.36616 -0.52780 6.05364
H -1.71117 2.56467 -3.53870
N 1.57068 -2.13108 4.93140
H -1.21082 1.54135 -5.79245
H -1.27885 1.63514 -2.11974
H -1.31601 -0.55368 -3.95299
H 2.97053 -2.13235 6.56500